2 unconnected molecules or ions with the total composition BrH2N at a distorted geometry, computed with ωB97M-V with the def2-TZVPD basis set.

Frontier orbital gap (alpha / beta), eV: 5.6 / 6.0
Multiplicity: 1
E_LUMO (alpha / beta), eV: -4.21 / -4.04
HOMO energy (alpha / beta), eV: -9.8 / -10.1
Energy relative to the best compared isomer or geometry (same formula, charge and spin), kcal per mole: 92.2

The geometry in XYZ format:
```
4
Properties=species:S:1:pos:R:3:forces:R:3
N 0.254281 0.034372 0.686918 -3.6370 1.6529 -0.5734
Br -1.400074 0.196153 -2.034579 1.1311 -0.1552 1.6683
H 0.947660 0.694050 0.489370 1.7202 0.2981 -0.7809
H 0.198133 -0.924575 0.858291 0.7857 -1.7958 -0.3140
```
Positions in Å, forces in eV/Å.

6 unconnected molecules or ions with the total composition C4H20NO5S at a distorted geometry, computed with ωB97M-V with the def2-TZVPD basis set.

Net charge: -1
Frontier orbital gap, eV: 7.2
Multiplicity: 1
E_LUMO, eV: 3.14
HOMO energy, eV: -4.0
Energy relative to the best compared isomer or geometry (same formula, charge and spin), kcal per mole: 5.2

The geometry in XYZ format:
```
31
Properties=species:S:1:pos:R:3:forces:R:3
C 0.644417 1.271587 -2.023011 0.7860 0.7486 0.4933
C 0.471970 2.415633 -0.951699 0.2309 -2.3444 0.8504
S -1.090060 2.539588 -0.035089 -0.4391 -0.4298 -0.0902
C 1.998883 0.552560 -1.898066 0.4968 0.4011 4.2169
N 1.992015 -0.607428 -0.958197 -1.4481 -0.2328 -0.2492
C 1.781548 -0.304496 0.467984 2.4161 -1.1023 0.4037
H -0.240846 0.653647 -1.883473 0.1983 -0.5661 -0.3562
H 0.691032 1.655885 -3.039690 -0.7237 0.4401 -0.1301
H 0.524427 3.315766 -1.425314 0.6155 2.5385 -1.3873
H 1.290640 2.354596 -0.212108 -0.1952 -0.0072 -0.4537
H 2.482063 0.195270 -2.777110 0.0820 0.0576 -0.9808
H 2.707668 1.226149 -1.281261 -0.7083 -0.3868 -1.6876
H 1.167355 -1.137184 -1.247945 0.3591 -0.3707 0.1117
H 2.597018 0.309541 0.802164 0.7104 0.8971 -0.1810
H 2.061065 -1.199344 1.077145 -1.0455 0.2287 -0.6040
H 0.929904 0.195648 0.863259 -1.3562 0.0131 -0.2814
H -0.386368 -3.502091 0.293122 0.1673 -0.0084 1.4915
H -0.383553 -3.104266 1.813059 -0.1395 0.4382 -0.0395
O -0.033686 -3.741543 1.189831 0.3205 -0.5745 -0.9272
H -1.553160 -0.817869 1.723050 -0.5310 0.1792 -0.6746
H -0.783142 0.250121 2.598578 -0.5158 -1.6067 0.0080
O -1.065607 -0.739162 2.530213 0.7520 0.6778 0.7707
H -2.716608 0.664802 -0.162415 0.0062 0.3758 0.2771
H -2.141337 -0.437927 -0.926205 -1.2697 0.5466 0.1421
O -2.941194 -0.263700 -0.362707 1.4152 -0.1647 -0.7855
H -1.389574 2.093632 2.735899 0.1249 0.0418 0.0698
H -0.155714 1.943889 1.906580 -0.7041 0.0363 0.8952
O -0.492354 1.747321 2.842655 0.6157 0.6053 -0.7269
H -2.457604 -3.112417 -0.850610 -0.9621 0.2065 0.0142
H -1.835145 -1.759812 -0.226424 -0.7094 -1.2211 0.0023
O -1.674055 -2.658396 -0.582215 1.4508 0.5836 -0.1916
```
Positions in Å, forces in eV/Å.

C4H7NS3 in the gas phase at a distorted geometry, computed with ωB97M-V with the def2-TZVPD basis set.

Frontier orbital gap, eV: 8.4
Multiplicity: 1
E_LUMO, eV: -0.09
HOMO energy, eV: -8.5
Structure (SMILES): C=NSCSC(C)=S
Energy relative to the best compared isomer or geometry (same formula, charge and spin), kcal per mole: 47.7

The geometry in XYZ format:
```
15
Properties=species:S:1:pos:R:3:forces:R:3
C 2.178663 0.047954 3.485150 0.4361 1.7997 -0.8375
N 1.319093 -0.107059 2.574980 -0.2956 0.5164 -0.5598
S 0.689543 1.309986 1.746322 0.3463 -1.0762 0.7461
C -0.279731 0.411227 0.556645 -3.6869 -0.4688 0.7605
S 0.564178 0.047679 -0.963614 0.4360 -0.0140 -0.4054
C -0.729539 -0.638154 -1.870842 0.1356 0.4786 0.0159
C -0.355608 -1.384046 -3.098781 0.1906 -1.4167 -2.7424
S -2.290342 -0.452063 -1.475935 -0.6351 -0.2928 0.0252
H 2.622499 1.012554 3.776966 -0.4212 -0.0238 -0.0183
H 2.712929 -0.775626 3.858867 0.0812 -1.4149 0.6884
H -0.570550 -0.635553 0.947349 0.4697 1.7873 -0.0803
H -1.385454 0.943264 0.413452 3.1414 -1.1039 0.0063
H -0.464535 -2.511976 -2.888310 0.0416 1.6624 -0.2691
H 0.719378 -1.282766 -3.565217 -1.9950 0.2527 1.2175
H -1.164692 -1.112019 -3.909367 1.7552 -0.6858 1.4527
```
Positions in Å, forces in eV/Å.

2 unconnected molecules or ions with the total composition C9H22N2Si at a distorted geometry, computed with ωB97M-V with the def2-TZVPD basis set.

Frontier orbital gap (alpha / beta), eV: 5.3 / 9.6
Multiplicity: 1
E_LUMO (alpha / beta), eV: -0.11 / 0.74
HOMO energy (alpha / beta), eV: -5.4 / -8.8
Energy relative to the best compared isomer or geometry (same formula, charge and spin), kcal per mole: 151.3

The geometry in XYZ format:
```
34
Properties=species:S:1:pos:R:3:forces:R:3
C 2.660755 0.850514 -0.196569 -0.4014 -1.6970 -0.7918
C 1.459215 -0.336478 -2.073684 -0.8653 2.8764 -1.5353
C -1.229183 2.087064 -1.224307 -0.4792 1.2847 -1.4486
C -0.341162 2.688930 1.098616 -3.3371 -0.6263 0.6079
C 0.402720 -2.619823 1.155839 -0.0310 2.0300 1.8238
C -2.043995 -1.834532 0.842124 2.2151 2.4029 0.8409
C 1.651440 -0.281087 -0.589560 -1.1699 2.4345 1.5436
C -1.094102 1.667422 0.208204 2.6260 -0.8003 -0.1876
C -0.584418 -1.410686 1.316922 -1.1046 -0.8103 3.0774
N -2.153312 -1.180637 -3.540760 -2.3435 2.2179 1.2877
N -2.572510 -0.469795 -2.654841 1.2551 -2.5396 -2.9342
Si -0.123384 0.006949 0.283952 1.3309 0.3427 -1.6822
H 2.426894 1.680400 -0.788729 -0.3360 1.5851 -0.8444
H 2.497217 1.113163 0.817982 0.4881 0.2066 1.0613
H 3.692480 0.584565 -0.450454 -0.0214 -0.0704 0.3689
H 1.270075 0.795504 -2.560557 0.4232 -2.8057 1.4814
H 0.591100 -0.909066 -2.418191 0.4276 -0.1818 0.0698
H 2.379795 -0.630725 -2.515584 0.7281 -0.6254 -0.8706
H -0.265072 2.130604 -1.761552 -0.3895 -0.0237 0.1759
H -1.880639 1.351018 -1.707833 0.3700 0.3953 -0.1629
H -1.730513 3.108762 -1.387421 0.6696 -1.1803 0.5379
H -1.137292 3.548149 1.029079 2.3917 -0.6254 0.7290
H 0.664137 2.802140 0.730244 0.1622 0.8119 -0.1903
H -0.284179 2.189845 2.115311 -0.0975 1.2256 -0.8213
H 1.436436 -2.362248 1.437641 -0.4619 -0.0139 0.3516
H 0.094899 -3.492469 1.694405 -0.3214 -0.4499 0.4076
H 0.483023 -2.834677 0.158657 -0.0110 -0.8784 -2.7350
H -2.832359 -1.154304 1.101986 -0.1603 0.7560 0.1234
H -2.225017 -2.684768 1.359536 -0.9441 -3.1526 1.0685
H -1.974366 -1.898703 -0.199050 -0.3430 -0.6775 -1.6252
H 2.061365 -1.151265 -0.115851 -0.1178 -0.8771 -0.2789
H -2.083150 1.468981 0.499799 -1.2939 -0.2141 1.1901
H -0.643171 -1.167475 2.483387 0.0817 -0.3907 -2.2458
H -2.797194 -1.192500 -4.468279 1.0606 0.0707 1.6073
```
Positions in Å, forces in eV/Å.

2 unconnected molecules or ions with the total composition CH4INS at a distorted geometry, computed with ωB97M-V with the def2-TZVPD basis set.

Frontier orbital gap (alpha / beta), eV: 7.3 / 7.3
Multiplicity: 1
E_LUMO (alpha / beta), eV: -0.71 / -0.70
HOMO energy (alpha / beta), eV: -8.0 / -8.0
Structure (SMILES): N=S.CI
Energy relative to the best compared isomer or geometry (same formula, charge and spin), kcal per mole: 50.2

The geometry in XYZ format:
```
8
Properties=species:S:1:pos:R:3:forces:R:3
N 2.614259 3.297821 -0.266100 2.5996 0.9117 1.1905
S 1.501019 2.472380 0.300383 -1.8427 -0.9602 0.2688
H 2.646543 3.708158 -1.165728 -0.7874 0.1831 -1.4254
C 0.526200 -1.336528 1.098264 1.2369 2.8489 1.8278
I 2.198183 -0.818868 -0.200468 0.0142 -0.4871 0.6493
H 0.419763 -2.363664 1.186483 -0.0578 -1.8434 -0.0975
H -0.186668 -0.870834 0.470582 -1.2922 0.1519 0.0676
H 0.582799 -0.851745 2.173952 0.1295 -0.8049 -2.4810
```
Positions in Å, forces in eV/Å.

C6H15N in the gas phase at a distorted geometry, computed with ωB97M-V with the def2-TZVPD basis set.

Frontier orbital gap, eV: 9.2
Multiplicity: 1
E_LUMO, eV: 1.13
HOMO energy, eV: -8.0
Structure (SMILES): CCN[C@@H](C)CC
Energy relative to the best compared isomer or geometry (same formula, charge and spin), kcal per mole: 44.2

The geometry in XYZ format:
```
22
Properties=species:S:1:pos:R:3:forces:R:3
C 2.410281 -0.168784 -2.174928 -0.3105 3.9326 -0.3890
C 0.950407 0.109300 -1.664583 0.8162 -2.2515 -0.5433
N 0.806299 -0.244185 -0.280671 0.1043 0.2542 0.4822
C -0.487790 -0.325687 0.381492 -0.9206 0.5571 -3.1930
C -0.743300 -1.792306 0.785824 0.4662 1.9876 1.6252
C -0.754158 0.898383 1.317419 2.0899 -1.9444 1.0134
C -2.146362 1.409289 1.679194 1.5653 -0.4775 0.9689
H 3.068978 0.672865 -1.747860 -0.5613 -1.4613 -0.3689
H 2.311761 0.143510 -3.246058 0.5396 -0.6846 0.5819
H 2.898547 -1.129122 -2.071370 -0.4840 -0.2467 0.2208
H 0.364652 -0.567315 -2.342326 -0.2418 0.4088 0.6875
H 0.627528 1.126252 -1.897724 0.2798 0.1909 -0.0036
H 1.641434 -0.489094 0.214447 0.0582 -0.0722 0.1261
H -1.133869 -0.196085 -0.500622 -0.3740 0.2053 0.1098
H -0.429170 -2.436620 -0.036448 -0.1499 -0.0871 0.4668
H -0.166470 -1.848414 1.717619 0.3874 -1.0027 -0.2377
H -1.756478 -1.909468 1.137438 -0.5646 -0.3582 -0.3362
H -0.170148 0.515757 2.174133 -0.6065 0.4280 0.7453
H -0.040623 1.659841 1.021738 -0.4147 0.4273 -0.7510
H -2.475778 0.923530 2.593220 -0.6024 -0.7992 -0.3405
H -1.993829 2.401675 2.124552 -0.5180 0.3279 -1.1248
H -2.781913 1.246678 0.815513 -0.5585 0.6656 0.2599
```
Positions in Å, forces in eV/Å.

Let's list E_tot in order: -71559.97696, -27036.02634, -38255.05675, -20541.99874, -21525.19615, -7953.85040 eV.